(1)
Entry from the OMol25 dataset: a molecular structure, C20H43ClN4O8PS2 in a non-equilibrium geometry (the ωB97M-V functional and the def2-TZVPD basis).

Structure (XYZ):
```
79
C20H43ClN4O8PS2 (the ωB97M-V functional and the def2-TZVPD basis)
C 5.00 4.27 -0.99
C 6.07 3.19 -1.11
C 7.05 3.34 -2.05
C 8.03 2.39 -2.18
C 8.03 1.32 -1.35
C 7.05 1.17 -0.42
C 6.04 2.08 -0.28
C 4.95 1.86 0.73
S 3.61 0.90 -0.04
O 4.26 -0.06 -0.89
O 2.88 0.28 1.05
N 2.77 2.00 -0.87
S 1.44 1.46 -1.59
O 1.50 1.79 -2.99
O 1.09 0.08 -1.37
P -0.28 2.61 -0.94
O 0.15 4.12 -1.42
Cl -0.32 2.52 1.13
H 5.33 5.15 -1.54
H 4.05 3.93 -1.40
H 4.87 4.53 0.06
H 7.03 4.20 -2.70
H 8.77 2.54 -2.96
H 8.80 0.56 -1.44
H 7.08 0.29 0.22
H 4.57 2.81 1.09
H 5.32 1.28 1.57
H -0.47 4.76 -1.05
C -4.02 -0.95 1.14
C -2.52 -1.21 1.19
C -2.13 -2.42 2.06
O -2.16 -2.18 3.46
C -3.43 -2.31 4.05
N -1.84 0.02 1.62
H -4.40 -0.51 2.06
H -4.26 -0.26 0.33
H -4.57 -1.88 0.96
H -2.19 -1.43 0.17
H -1.09 -2.66 1.83
H -2.72 -3.30 1.80
H -4.02 -3.10 3.58
H -3.99 -1.36 4.01
H -3.29 -2.56 5.10
H -0.84 -0.13 1.56
H -2.01 0.13 2.62
C 1.31 -4.65 0.97
C 0.20 -5.65 1.27
C 0.61 -7.12 1.03
O 0.64 -7.51 -0.33
C 1.83 -7.18 -1.02
N -0.99 -5.29 0.49
H 1.47 -4.51 -0.10
H 1.06 -3.68 1.38
H 2.25 -4.97 1.42
H -0.05 -5.56 2.33
H -0.14 -7.76 1.50
H 1.57 -7.34 1.52
H 2.71 -7.25 -0.37
H 1.77 -6.18 -1.45
H 1.94 -7.89 -1.84
H -1.76 -5.90 0.76
H -0.81 -5.53 -0.48
C -6.77 3.30 -1.49
C -5.39 3.12 -2.12
C -4.24 3.14 -1.11
O -3.89 4.44 -0.65
C -4.68 4.94 0.41
N -5.22 4.12 -3.18
H -6.95 4.34 -1.20
H -7.55 3.03 -2.20
H -6.88 2.67 -0.61
H -5.38 2.13 -2.60
H -3.35 2.76 -1.61
H -4.44 2.48 -0.26
H -4.98 4.14 1.09
H -5.56 5.46 0.03
H -4.08 5.66 0.96
H -4.34 3.94 -3.66
H -5.06 5.02 -2.72
```

Values from the calculation:
total energy = -3206.74681 a.u.
LUMO = 0.090 hartree
highest occupied orbital energy = -5.31 eV
net charge = -1
orbital gap = 7.75 eV

***

(2)
Entry from the OMol25 dataset: 2 unconnected molecules or ions with the total composition C20H43FNO4P in a non-equilibrium geometry (the ωB97M-V functional and the def2-TZVPD basis).

Structure (XYZ):
```
70
C20H43FNO4P (the ωB97M-V functional and the def2-TZVPD basis)
C -4.72 -4.17 -2.81
C -3.36 -4.76 -3.14
C -2.36 -4.39 -2.09
O -1.39 -5.32 -1.86
P -0.28 -4.69 -0.64
C 0.98 -4.04 0.64
F 0.74 -2.74 1.10
C 2.41 -4.16 0.21
C 2.78 -3.57 -1.14
O -0.68 -3.06 -1.20
C -1.71 -3.01 -2.16
C -1.09 -2.59 -3.46
C -0.92 -1.07 -3.63
C -0.49 -0.27 -2.39
C -1.62 0.35 -1.64
O -1.53 1.22 -0.81
O -2.86 -0.10 -1.98
H -4.60 -3.20 -2.38
H -5.19 -4.78 -2.06
H -5.35 -4.10 -3.68
H -3.42 -5.83 -3.15
H -3.08 -4.42 -4.12
H -2.95 -4.31 -1.17
H 0.75 -4.89 -1.64
H 0.00 -6.05 -0.17
H -1.36 -4.66 0.33
H 0.85 -4.67 1.51
H 2.65 -5.20 0.23
H 3.02 -3.71 0.98
H 3.46 -2.75 -1.05
H 3.28 -4.30 -1.73
H 1.92 -3.26 -1.70
H -2.50 -2.34 -1.87
H -0.18 -3.14 -3.58
H -1.75 -2.90 -4.26
H -1.85 -0.65 -3.95
H -0.19 -0.90 -4.40
H 0.11 0.57 -2.70
H 0.10 -0.84 -1.71
H -3.26 -0.43 -1.18
C 1.13 1.53 0.86
C 1.02 3.00 0.49
C 2.24 3.82 0.91
C 2.57 3.83 2.39
N 1.64 4.60 3.29
C 1.32 5.98 2.78
C -0.03 5.87 2.09
C -0.78 4.83 2.92
C 0.30 3.89 3.46
C 2.31 4.72 4.61
H 1.20 1.37 1.94
H 0.25 1.01 0.51
H 2.00 1.07 0.40
H 0.10 3.41 0.92
H 0.91 3.09 -0.59
H 2.17 4.84 0.52
H 3.12 3.40 0.42
H 3.55 4.27 2.53
H 2.60 2.82 2.79
H 1.25 6.64 3.64
H 2.13 6.32 2.14
H 0.08 5.55 1.06
H -0.55 6.83 2.07
H -1.52 4.29 2.33
H -1.31 5.30 3.75
H 0.34 2.94 2.94
H 0.17 3.68 4.52
H 3.22 5.30 4.49
H 2.55 3.72 4.97
H 1.64 5.21 5.30
```

Values from the calculation:
total energy = -1584.61268 a.u.
LUMO = -0.032 hartree
highest occupied orbital energy = -5.59 eV
orbital gap = 4.71 eV

***

(3)
Entry from the OMol25 dataset: a molecular structure, C20H43GaN2P3S in a non-equilibrium geometry (the ωB97M-V functional and the def2-TZVPD basis).

Structure (XYZ):
```
70
C20H43GaN2P3S (the ωB97M-V functional and the def2-TZVPD basis)
Ga -0.01 -0.78 -0.43
P -2.37 0.64 -0.46
P -0.43 -2.01 1.80
P -1.06 -2.44 -1.82
H 4.08 1.25 -1.52
C 3.84 1.62 -2.53
C 2.88 2.43 -2.97
H 1.93 2.51 -2.42
C -2.34 2.37 0.17
C -3.97 0.20 0.34
C -2.98 0.92 -2.17
C 1.17 -2.85 2.08
C -0.53 -1.19 3.43
C -1.59 -3.39 2.14
C -0.81 -1.83 -3.53
C -2.83 -2.87 -1.74
C -0.37 -4.11 -1.56
H 4.66 1.43 -3.24
H 3.02 3.01 -3.88
H -1.37 2.83 -0.05
H -2.51 2.37 1.25
H -3.14 2.94 -0.33
H -3.84 0.16 1.43
H -4.34 -0.77 -0.02
H -4.72 0.98 0.11
H -2.13 1.09 -2.84
H -3.62 1.82 -2.17
H -3.56 0.07 -2.54
H 1.05 -3.61 2.86
H 1.91 -2.11 2.41
H 1.54 -3.32 1.16
H -0.84 -1.94 4.17
H -1.27 -0.38 3.42
H 0.45 -0.78 3.71
H -1.45 -3.69 3.20
H -1.41 -4.26 1.50
H -2.63 -3.06 2.02
H -0.37 -2.63 -4.13
H -0.13 -0.96 -3.57
H -1.77 -1.52 -3.97
H -2.96 -3.67 -2.48
H -3.48 -2.02 -1.99
H -3.07 -3.24 -0.74
H -0.49 -4.63 -2.53
H -0.98 -4.62 -0.80
H 0.68 -4.17 -1.24
C 3.08 -2.77 -3.68
C 3.65 -4.07 -3.68
C 4.44 -4.53 -4.76
C 4.75 -3.67 -5.82
C 4.17 -2.39 -5.81
C 3.31 -1.95 -4.80
S 2.22 -2.21 -2.21
H 1.88 -0.86 -2.36
H 3.51 -4.70 -2.80
H 4.84 -5.54 -4.73
H 5.45 -3.98 -6.62
H 4.38 -1.72 -6.65
H 2.88 -0.94 -4.82
C 0.61 2.47 4.19
N 0.51 2.67 2.74
C 0.81 4.02 2.24
C 0.55 1.66 1.91
N 0.60 0.83 1.07
H 0.60 3.47 4.65
H 1.55 1.98 4.49
H -0.25 1.91 4.58
H 1.76 4.03 1.67
H 0.00 4.37 1.59
H 0.90 4.68 3.12
```

Values from the calculation:
total energy = -4243.33137 a.u.
LUMO (spin up / spin down) = -0.421 / -0.454 hartree
highest occupied orbital energy (spin up / spin down) = -16.49 / -15.60 eV
net charge = +3
orbital gap (spin up / spin down) = 5.02 / 3.25 eV

***

What did the first record say?
Entry from the OMol25 dataset: a molecular structure, C20H43ClN4O8PS2 in a non-equilibrium geometry (the ωB97M-V functional and the def2-TZVPD basis).

Structure (XYZ):
```
79
C20H43ClN4O8PS2 (the ωB97M-V functional and the def2-TZVPD basis)
C 5.00 4.27 -0.99
C 6.07 3.19 -1.11
C 7.05 3.34 -2.05
C 8.03 2.39 -2.18
C 8.03 1.32 -1.35
C 7.05 1.17 -0.42
C 6.04 2.08 -0.28
C 4.95 1.86 0.73
S 3.61 0.90 -0.04
O 4.26 -0.06 -0.89
O 2.88 0.28 1.05
N 2.77 2.00 -0.87
S 1.44 1.46 -1.59
O 1.50 1.79 -2.99
O 1.09 0.08 -1.37
P -0.28 2.61 -0.94
O 0.15 4.12 -1.42
Cl -0.32 2.52 1.13
H 5.33 5.15 -1.54
H 4.05 3.93 -1.40
H 4.87 4.53 0.06
H 7.03 4.20 -2.70
H 8.77 2.54 -2.96
H 8.80 0.56 -1.44
H 7.08 0.29 0.22
H 4.57 2.81 1.09
H 5.32 1.28 1.57
H -0.47 4.76 -1.05
C -4.02 -0.95 1.14
C -2.52 -1.21 1.19
C -2.13 -2.42 2.06
O -2.16 -2.18 3.46
C -3.43 -2.31 4.05
N -1.84 0.02 1.62
H -4.40 -0.51 2.06
H -4.26 -0.26 0.33
H -4.57 -1.88 0.96
H -2.19 -1.43 0.17
H -1.09 -2.66 1.83
H -2.72 -3.30 1.80
H -4.02 -3.10 3.58
H -3.99 -1.36 4.01
H -3.29 -2.56 5.10
H -0.84 -0.13 1.56
H -2.01 0.13 2.62
C 1.31 -4.65 0.97
C 0.20 -5.65 1.27
C 0.61 -7.12 1.03
O 0.64 -7.51 -0.33
C 1.83 -7.18 -1.02
N -0.99 -5.29 0.49
H 1.47 -4.51 -0.10
H 1.06 -3.68 1.38
H 2.25 -4.97 1.42
H -0.05 -5.56 2.33
H -0.14 -7.76 1.50
H 1.57 -7.34 1.52
H 2.71 -7.25 -0.37
H 1.77 -6.18 -1.45
H 1.94 -7.89 -1.84
H -1.76 -5.90 0.76
H -0.81 -5.53 -0.48
C -6.77 3.30 -1.49
C -5.39 3.12 -2.12
C -4.24 3.14 -1.11
O -3.89 4.44 -0.65
C -4.68 4.94 0.41
N -5.22 4.12 -3.18
H -6.95 4.34 -1.20
H -7.55 3.03 -2.20
H -6.88 2.67 -0.61
H -5.38 2.13 -2.60
H -3.35 2.76 -1.61
H -4.44 2.48 -0.26
H -4.98 4.14 1.09
H -5.56 5.46 0.03
H -4.08 5.66 0.96
H -4.34 3.94 -3.66
H -5.06 5.02 -2.72
```

Values from the calculation:
total energy = -3206.74681 a.u.
LUMO = 0.090 hartree
highest occupied orbital energy = -5.31 eV
net charge = -1
orbital gap = 7.75 eV